18
Properties=species:S:1:pos:R:3:forces:R:3:lowdin_charge:R:1 method="wB97M-V/def2-TZVPD" e_homo_ev="-4.558 / -4.559" total_charge=-1 lumo_ev="3.0070 / 3.0070" orbital_gap_ev="7.565 / 7.566" e_above_lowest_kcal_mol=38.5
C 1.3591 -0.3719 2.2469 2.004 2.051 0.450 -0.509
N 0.7034 0.9467 0.5596 -1.733 -1.696 -1.018 -0.070
H -1.0849 -1.6093 -0.6318 -0.742 -5.236 0.103 0.004
C 0.5246 1.9219 -0.3819 0.435 -1.757 -1.878 0.009
C -0.8446 -0.6651 -0.5775 2.357 5.779 -1.398 0.011
O 2.0100 -0.6391 3.2448 -0.622 -0.409 -0.273 0.005
H -0.3385 -0.3459 -1.5882 -1.297 -0.555 1.839 0.100
N 1.5802 1.2024 -1.9440 -0.189 0.935 2.755 -0.340
O 2.7505 0.9617 -1.6872 -0.557 -0.053 -0.545 -0.013
H 2.1451 1.6253 1.8483 0.703 1.044 0.234 0.128
N 1.2096 3.0706 -0.0873 0.970 3.280 -1.536 -0.430
O 1.2185 3.5259 1.0647 -0.202 -0.543 0.471 -0.003
H -1.8008 -0.1379 -0.4710 0.412 0.386 -0.024 0.091
C 0.1287 -0.3185 0.5295 -1.424 0.652 -1.264 -0.292
O 1.6670 3.7663 -1.0288 -0.351 -1.079 0.805 -0.011
O 0.9826 0.8951 -2.9369 0.043 -0.128 -0.705 -0.016
N 1.4919 0.9314 1.6299 0.052 -3.291 2.017 0.149
N 0.4862 -1.1190 1.4876 0.142 0.619 -0.035 0.187